*A*
A structure of composition C47H59IrN7O4PS. Source: the Open Molecules 2025 dataset; level of theory: the ωB97M-V functional and the def2-TZVPD basis.

Each line ends with the Mulliken charge.
Element x y z (Å)
Ir  -0.4102  1.0805  0.1437  1.9957
O  -4.5103  1.2643  -0.0114  -0.6246
C  -3.3295  1.1312  -0.2041  0.0541
N  -2.3026  1.3224  0.6876  0.6805
C  -2.4332  2.1588  1.7888  -0.4074
O  -3.2881  2.9851  1.9817  -0.5770
C  -1.2785  1.9603  2.7342  0.6264
C  -1.2890  2.4845  4.0075  -0.6477
C  -0.2350  2.1806  4.8548  -0.8909
C  0.7824  1.3647  4.3864  -1.4550
C  0.7395  0.9101  3.0820  0.2072
N  -0.2748  1.1968  2.2604  0.1656
C  -2.7770  0.7263  -1.5429  0.5137
C  -3.6166  0.2686  -2.5404  -0.7172
C  -3.0695  -0.1178  -3.7484  -0.7679
C  -1.6999  0.0125  -3.9293  -1.0279
C  -0.9267  0.4980  -2.8951  -0.2611
N  -1.4450  0.8392  -1.7053  0.3709
H  -2.1272  3.0982  4.3078  0.6760
H  -0.2132  2.5637  5.8663  0.4859
H  1.6128  1.0836  5.0186  0.5550
H  1.5441  0.3153  2.6807  0.5873
H  -4.6771  0.2263  -2.3317  0.6380
H  -3.6969  -0.5038  -4.5411  0.4841
H  -1.2302  -0.2526  -4.8664  0.5481
H  0.1311  0.6557  -3.0187  0.6324
C  4.3392  3.6840  1.1519  -1.1919
N  3.6826  2.6851  0.2964  0.3293
C  4.3586  2.1657  -0.7478  -0.5310
C  3.8097  1.2320  -1.5441  -1.4552
C  2.4955  0.7925  -1.2238  0.9112
N  1.7795  1.3284  -0.2190  0.2666
C  2.3673  2.3119  0.5699  -0.3362
O  1.7692  2.8685  1.4718  -0.6695
N  1.9586  -0.2077  -1.9147  0.6726
H  5.2096  3.2402  1.6315  0.3958
H  3.6311  4.0095  1.9034  0.3102
H  4.6410  4.5361  0.5444  0.4281
H  5.3660  2.5336  -0.8934  0.5277
H  4.3535  0.8086  -2.3741  0.5946
H  2.4931  -0.6637  -2.6350  0.3872
H  1.0972  -0.6383  -1.5584  -1.8629
N  -0.5109  3.0260  -0.3478  -0.3997
S  -0.3393  4.3551  0.6309  0.4385
C  -1.6846  5.4134  0.1715  0.5009
C  -2.4244  5.9794  1.1973  -0.0061
C  -3.4759  6.8259  0.8722  -0.8539
C  -3.7729  7.0824  -0.4565  -0.4714
C  -3.0150  6.5134  -1.4766  -0.9514
C  -1.9582  5.6774  -1.1683  -0.1101
C  1.0099  5.2813  -0.1035  0.6340
C  1.3188  6.5032  0.4798  -0.8908
C  2.3675  7.2447  -0.0374  -0.6784
C  3.0937  6.7651  -1.1228  -0.6670
C  2.7689  5.5440  -1.6942  -0.6008
C  1.7193  4.7879  -1.1826  0.1246
H  -1.3374  3.1765  -0.9177  0.4079
H  -2.1956  5.7512  2.2302  0.4423
H  -4.0630  7.2792  1.6590  0.4464
H  -4.6004  7.7333  -0.7052  0.4293
H  -3.2410  6.7366  -2.5104  0.4397
H  -1.3451  5.2556  -1.9570  0.4121
H  0.7414  6.8803  1.3164  0.5063
H  2.6126  8.2035  0.3996  0.4604
H  3.9035  7.3551  -1.5313  0.4288
H  3.3208  5.1827  -2.5528  0.4892
H  1.4415  3.8369  -1.6194  0.2072
O  -0.2543  -1.1975  -0.5324  -0.5004
P  -0.0800  -2.6960  -0.1602  -2.0645
C  1.6064  -2.8229  0.5486  1.9169
C  2.4107  -4.1248  0.6718  -1.5231
C  1.9872  -4.9822  1.8593  -0.3738
C  2.1096  -4.1842  3.1576  -1.2579
C  1.2944  -2.8930  3.1016  -1.0680
C  1.6526  -2.0515  1.8775  -0.3298
C  -0.3028  -3.6718  -1.6828  1.3935
C  -0.0579  -5.1967  -1.5128  -0.2878
C  0.4904  -5.8084  -2.8010  -1.2565
C  1.8373  -5.1921  -3.2021  -0.9744
C  1.8689  -3.6622  -2.9824  -0.5218
C  0.4485  -3.1080  -2.9046  -0.6373
C  -1.4828  -3.0632  0.9411  0.4055
C  -2.7992  -2.6528  0.2156  -0.1896
C  -3.5958  -3.8396  -0.3258  -0.6149
C  -3.9729  -4.8394  0.7840  -0.8787
C  -3.0408  -4.7354  1.9939  -1.2050
C  -1.5996  -4.4725  1.5603  -0.3607
H  2.1072  -2.1974  -0.2011  0.0640
H  3.4520  -3.8203  0.8246  0.5915
H  2.3986  -4.6921  -0.2570  0.2581
H  2.6113  -5.8751  1.9080  0.4916
H  0.9572  -5.3227  1.7226  0.0497
H  3.1636  -3.9359  3.3191  0.4301
H  1.7917  -4.7890  4.0076  0.4741
H  1.4673  -2.3034  4.0049  0.5639
H  0.2303  -3.1306  3.0910  0.2586
H  2.6776  -1.6813  1.9973  1.2092
H  0.9951  -1.1860  1.8035  -1.0526
H  -1.3690  -3.5124  -1.8676  0.3304
H  -0.9933  -5.6884  -1.2442  0.3743
H  0.6394  -5.4017  -0.7011  0.0673
H  -0.2387  -5.6666  -3.6021  0.3734
H  0.5991  -6.8851  -2.6711  0.5045
H  2.0266  -5.4157  -4.2523  0.3642
H  2.6434  -5.6628  -2.6357  0.3583
H  2.4224  -3.1848  -3.7940  0.6122
H  2.3975  -3.4264  -2.0540  0.0453
H  -0.0978  -3.4022  -3.8032  0.7040
H  0.4219  -2.0183  -2.8899  -0.0264
H  -1.3213  -2.3356  1.7467  0.7709
H  -2.5876  -1.9339  -0.5783  -0.4223
H  -3.4257  -2.1231  0.9374  0.8138
H  -3.0358  -4.3552  -1.1099  0.0434
H  -4.4982  -3.4566  -0.8040  0.6784
H  -3.9286  -5.8546  0.3856  0.3478
H  -5.0035  -4.6786  1.1015  0.3058
H  -3.0810  -5.6590  2.5711  0.4990
H  -3.3659  -3.9334  2.6629  0.3247
H  -1.2961  -5.2464  0.8519  0.0669
H  -0.9449  -4.5603  2.4241  0.4954

Properties
HOMO-LUMO gap ... 0.305 hartree
HOMO energy ... -13.31 eV
Total charge ... +2
Molecular weight ... 1041.3 g/mol


*B*
A structure of composition C47H59IrN7O4PS. Source: the Open Molecules 2025 dataset; level of theory: the ωB97M-V functional and the def2-TZVPD basis.

Each line ends with the Mulliken charge.
Element x y z (Å)
Ir  0.7767  0.0656  -0.5958  2.1705
O  0.4076  -3.6065  1.0320  -0.6308
C  0.4817  -2.6294  0.3383  -0.4723
N  1.2132  -1.4818  0.5494  0.7750
C  2.1417  -1.2712  1.5503  -0.1603
O  2.6646  -2.0930  2.2507  -0.6195
C  2.5032  0.1991  1.6527  0.6893
C  3.3209  0.6430  2.6675  -0.5825
C  3.6680  1.9858  2.7104  -0.9869
C  3.1973  2.8332  1.7215  -0.9386
C  2.3730  2.3214  0.7346  -0.3466
N  2.0233  1.0338  0.7105  1.2071
C  -0.2792  -2.5485  -0.9719  0.5860
C  -0.8656  -3.6834  -1.4840  -0.4920
C  -1.4745  -3.6200  -2.7301  -0.9874
C  -1.4609  -2.4182  -3.4184  -1.0261
C  -0.8499  -1.3161  -2.8441  -0.4333
N  -0.2745  -1.3748  -1.6413  0.6324
H  3.6768  -0.0788  3.3909  0.6267
H  4.3063  2.3634  3.4986  0.5145
H  3.4566  3.8825  1.7090  0.5622
H  1.9796  2.9414  -0.0565  0.3078
H  -0.8234  -4.5903  -0.8950  0.6820
H  -1.9446  -4.4956  -3.1587  0.5151
H  -1.9159  -2.3217  -4.3946  0.6086
H  -0.7980  -0.3722  -3.3587  0.3749
C  0.7704  2.2728  -5.6886  -0.9293
N  0.3595  2.5126  -4.2991  0.0816
C  -0.3205  3.6247  -3.9467  -0.2847
C  -0.6720  3.8367  -2.6654  -1.5601
C  -0.3075  2.8546  -1.7010  0.7581
N  0.3475  1.7233  -2.0331  -0.0383
C  0.7235  1.5480  -3.3604  -0.7655
O  1.3444  0.5738  -3.7452  -0.2076
N  -0.6138  3.0932  -0.4328  0.6029
H  0.5969  3.1809  -6.2589  0.3796
H  0.1973  1.4533  -6.1168  0.2955
H  1.8234  2.0120  -5.7192  0.3024
H  -0.5614  4.3159  -4.7431  0.4326
H  -1.2126  4.7218  -2.3680  0.6244
H  -1.1295  3.9317  -0.2321  0.4449
H  -0.5708  2.3624  0.2867  -1.3315
N  2.4676  -0.3354  -1.5916  -1.1605
S  2.8382  -1.8467  -2.0219  1.0659
C  3.1355  -1.8573  -3.7671  0.3773
C  4.2190  -1.1795  -4.3117  -0.2555
C  4.3707  -1.1668  -5.6873  -0.8807
C  3.4538  -1.8325  -6.4953  -0.5364
C  2.3830  -2.5157  -5.9360  -0.7829
C  2.2151  -2.5273  -4.5589  -0.2642
C  4.4731  -2.1467  -1.3748  0.2285
C  5.0441  -3.3826  -1.6514  -0.5010
C  6.2887  -3.6725  -1.1190  -0.7832
C  6.9407  -2.7382  -0.3208  -0.5408
C  6.3510  -1.5124  -0.0513  -0.7806
C  5.1016  -1.2077  -0.5780  -0.2926
H  2.8141  0.3735  -2.2251  0.6151
H  4.9456  -0.6924  -3.6709  0.4826
H  5.2127  -0.6524  -6.1314  0.4539
H  3.5867  -1.8301  -7.5695  0.4507
H  1.6862  -3.0483  -6.5703  0.4727
H  1.3874  -3.0598  -4.1041  0.4143
H  4.5302  -4.1079  -2.2736  0.4626
H  6.7496  -4.6301  -1.3235  0.4501
H  7.9123  -2.9724  0.0948  0.4273
H  6.8614  -0.7893  0.5717  0.4478
H  4.6233  -0.2577  -0.3748  0.4220
O  -0.6647  0.7105  1.1341  0.3858
P  -2.0572  0.5969  1.7909  0.1547
C  -2.3439  -1.0878  2.4522  1.9551
C  -1.1052  -1.8298  3.0108  -0.1401
C  -0.8992  -1.8347  4.5255  -0.8236
C  -2.1885  -2.1235  5.2821  -1.1641
C  -3.2689  -1.1325  4.8719  -0.5194
C  -3.5722  -1.2433  3.3796  -1.8235
C  -3.3023  1.0395  0.5250  0.3119
C  -4.7882  0.8938  0.9069  -1.7613
C  -5.3696  -0.4875  0.6071  -0.3905
C  -5.1342  -0.8872  -0.8446  -1.4872
C  -3.6421  -0.8902  -1.1575  -0.0097
C  -3.0154  0.4734  -0.8794  0.2088
C  -2.3220  1.7505  3.1839  0.3736
C  -2.7947  3.1981  2.9443  -1.7921
C  -1.6797  4.2170  2.7208  0.1152
C  -0.6140  4.1319  3.8072  -1.4114
C  -0.0472  2.7191  3.8469  0.3477
C  -1.1378  1.7028  4.1703  -0.3229
H  -2.5951  -1.5951  1.5112  -0.0771
H  -0.2108  -1.4588  2.5206  -1.0809
H  -1.2099  -2.8692  2.6990  0.9499
H  -0.4777  -0.8926  4.8833  0.3107
H  -0.1482  -2.5958  4.7467  0.6197
H  -2.0159  -2.0800  6.3580  0.5109
H  -2.5285  -3.1408  5.0582  0.3857
H  -2.9522  -0.1183  5.1407  0.1098
H  -4.1919  -1.3214  5.4224  0.5012
H  -4.3747  -0.5566  3.1043  0.2368
H  -3.9707  -2.2477  3.2025  0.6194
H  -3.0989  2.1143  0.4567  0.6219
H  -5.3410  1.6263  0.3086  0.5000
H  -4.9602  1.1755  1.9487  0.5281
H  -6.4363  -0.4772  0.8350  0.4514
H  -4.9234  -1.2486  1.2535  0.0810
H  -5.6437  -0.1816  -1.5099  0.4202
H  -5.5645  -1.8698  -1.0399  0.4667
H  -3.4774  -1.1477  -2.2064  0.3890
H  -3.1458  -1.6700  -0.5658  -0.0914
H  -3.4194  1.1904  -1.6040  0.8427
H  -1.9390  0.4427  -1.0512  -1.2794
H  -3.1682  1.2432  3.6628  0.5243
H  -3.3249  3.4907  3.8564  0.4948
H  -3.5416  3.2551  2.1511  0.4330
H  -2.1133  5.2170  2.6689  0.4936
H  -1.1786  4.0400  1.7679  -0.3129
H  -1.0585  4.3753  4.7778  0.4182
H  0.1729  4.8667  3.6279  0.5071
H  0.7500  2.6382  4.5884  0.6948
H  0.3964  2.4766  2.8726  -0.5273
H  -1.5249  1.9017  5.1745  0.7313
H  -0.7080  0.7032  4.2003  -1.0537

Properties
HOMO-LUMO gap ... 0.310 hartree
HOMO energy ... -13.48 eV
Total charge ... +2
Molecular weight ... 1041.3 g/mol


Which structure is most stable, and how do the rest compare? From most to least stable: *B*, *A*.


*A*
A structure of composition C25H33N4O6PS3W. Source: the Open Molecules 2025 dataset; level of theory: the ωB97M-V functional and the def2-TZVPD basis.

Each line ends with the Mulliken charge.
Element x y z (Å)
W  0.2749  -1.5279  -0.3474  1.1972
N  -2.5291  5.8237  2.5120  -0.4572
C  -2.4028  4.5024  2.2460  1.0375
C  -2.3991  4.0381  0.9160  -0.9386
C  -2.2562  2.7004  0.6441  -0.3011
C  -2.1223  1.7960  1.6984  -0.5267
C  -2.1285  2.2337  3.0255  -0.3808
C  -2.2533  3.5714  3.2947  -1.0158
S  -2.0945  0.1083  1.3747  1.6404
O  -2.5285  -0.1624  0.0182  -0.7674
O  -2.6738  -0.6358  2.4495  -0.7116
N  -0.4985  -0.4106  1.2632  -0.3830
C  0.6537  0.0855  1.7368  0.4221
N  0.8512  0.9080  2.7491  -0.4209
C  2.1178  1.2136  2.9926  -0.5928
C  3.1937  0.7049  2.2546  -0.7075
C  2.9045  -0.1415  1.2152  -0.3185
N  1.6271  -0.4429  0.9452  0.2486
H  -2.7969  6.4607  1.7827  0.2206
H  -2.6726  6.1364  3.4560  0.2098
H  -2.5222  4.7425  0.1039  0.3991
H  -2.2713  2.3479  -0.3786  0.5820
H  -2.0493  1.5186  3.8331  0.4988
H  -2.2646  3.9164  4.3206  0.3303
H  2.2936  1.8915  3.8201  0.5027
H  4.2117  0.9704  2.4943  0.4846
H  3.6741  -0.5715  0.5863  0.4573
C  3.7921  -3.9900  -3.2202  -0.7557
O  2.3436  -4.0458  -3.1044  -0.3097
C  1.7315  -3.2703  -2.2854  0.6484
S  0.0613  -3.3508  -2.1044  -0.3266
S  2.5009  -2.1534  -1.2338  -0.5394
H  4.0395  -4.6942  -4.0051  0.2740
H  4.2446  -4.2931  -2.2784  0.3702
H  4.0975  -2.9830  -3.4968  0.3763
C  -1.6243  -5.7238  2.7192  -0.7418
O  -1.0702  -4.9008  1.6441  -0.2607
P  -0.8605  -3.3441  1.8735  0.0697
O  0.7042  -3.1304  1.2602  -0.2128
C  1.7639  -4.0641  1.5974  -0.7827
O  -1.3897  -2.8157  0.3296  0.3138
C  -2.7877  -3.0360  -0.0440  -0.9623
H  -1.9340  -6.6482  2.2455  0.2691
H  -2.4793  -5.2286  3.1735  0.3657
H  -0.8565  -5.9214  3.4623  0.3378
H  2.1740  -3.8047  2.5713  0.2954
H  2.5285  -3.9691  0.8340  0.2492
H  1.3674  -5.0757  1.5986  0.3257
H  -2.8678  -2.8256  -1.1060  0.2891
H  -3.4318  -2.3712  0.5216  0.3260
H  -3.0154  -4.0826  0.1408  0.3342
C  1.7717  0.5563  -3.3643  -1.6346
C  0.3848  0.7428  -2.7220  3.1105
C  -0.7032  0.4482  -3.7663  -2.2621
C  0.2103  -0.2401  -1.6233  0.1012
C  0.2901  2.1445  -2.1146  -0.1530
C  1.1080  2.4651  -1.0309  0.3484
C  1.1255  3.7467  -0.5063  -0.9571
C  0.3278  4.7338  -1.0689  -0.5916
C  -0.4933  4.4229  -2.1410  -1.0096
C  -0.5216  3.1327  -2.6576  -0.0781
H  1.8696  -0.4392  -3.8019  0.3752
H  2.5752  0.7108  -2.6451  0.2716
H  1.8868  1.2924  -4.1594  0.4534
H  -0.6324  -0.5889  -4.0974  0.3789
H  -0.5647  1.0837  -4.6400  0.5368
H  -1.7029  0.6228  -3.3647  0.5285
H  -0.9133  -0.4307  -1.3487  -0.2329
H  1.7671  1.7106  -0.6131  0.3336
H  1.7718  3.9813  0.3295  0.4492
H  0.3519  5.7409  -0.6744  0.4861
H  -1.1120  5.1882  -2.5915  0.4513
H  -1.1674  2.9199  -3.4982  0.4321

Properties
HOMO-LUMO gap ... 0.233 hartree
HOMO energy ... -12.80 eV
Total charge ... +2
Molecular weight ... 796.6 g/mol


*B*
A structure of composition C25H33N4O6PS3W. Source: the Open Molecules 2025 dataset; level of theory: the ωB97M-V functional and the def2-TZVPD basis.

Each line ends with the Mulliken charge.
Element x y z (Å)
W  1.1130  0.3451  0.2609  1.1683
N  -6.1354  1.7173  -2.2308  -0.4411
C  -5.0439  1.6035  -1.4545  1.0727
C  -4.1114  0.5656  -1.6796  -0.9165
C  -2.9958  0.4470  -0.8948  -0.2042
C  -2.7874  1.3645  0.1427  -0.5430
C  -3.7056  2.3951  0.3932  -0.6236
C  -4.8163  2.5120  -0.3978  -0.9373
S  -1.4220  1.2589  1.1444  1.3719
O  -1.6809  1.7004  2.4707  -0.7264
O  -0.8407  -0.1297  0.9408  -0.4774
N  -0.0493  1.9558  0.5492  -0.0612
C  0.1859  3.3347  0.8099  0.5390
N  -0.8398  4.1395  0.6208  -0.4855
C  -0.6243  5.4257  0.8979  -0.2352
C  0.6071  5.8823  1.3347  -0.6847
C  1.6001  4.9314  1.4993  -0.2056
N  1.3954  3.6380  1.2487  -0.2656
H  -6.3223  1.0607  -2.9671  0.2061
H  -6.8200  2.4326  -2.0617  0.2061
H  -4.2922  -0.1534  -2.4684  0.3739
H  -2.3116  -0.3750  -1.0587  0.7619
H  -3.5366  3.0882  1.2046  0.4940
H  -5.5323  3.3008  -0.2088  0.3367
H  -1.4600  6.0993  0.7542  0.4695
H  0.7806  6.9264  1.5465  0.4076
H  2.5886  5.2020  1.8500  0.4627
C  6.0492  1.8621  0.3027  -0.8029
O  4.8737  2.1835  -0.4935  -0.2643
C  3.7531  1.6037  -0.2561  0.8076
S  2.3982  1.9467  -1.1822  -0.3189
S  3.4946  0.4266  0.9694  -0.3948
H  6.8397  2.4806  -0.1040  0.2698
H  6.2872  0.8070  0.1854  0.3958
H  5.8578  2.1111  1.3441  0.3831
C  3.1099  -2.9699  2.0527  -0.6231
O  2.6065  -1.8228  2.7818  -0.4205
P  1.2566  -1.1203  2.3529  0.3875
O  0.1467  -2.2148  2.4070  -0.0560
C  -0.0448  -3.1803  3.4790  -0.8150
O  1.0738  0.0259  3.3957  -0.2829
C  0.8791  -0.1049  4.8325  -0.7490
H  3.9633  -3.3327  2.6149  0.2741
H  3.4296  -2.6643  1.0558  0.2790
H  2.3485  -3.7448  1.9818  0.2936
H  -0.3486  -4.1094  3.0081  0.2971
H  -0.8354  -2.8154  4.1288  0.2796
H  0.8752  -3.3248  4.0426  0.4063
H  -0.1416  -0.4269  5.0230  0.3081
H  1.0399  0.8844  5.2449  0.2533
H  1.6008  -0.8074  5.2433  0.3333
C  -0.0935  -0.2107  -3.3072  -1.5351
C  0.6115  -1.3322  -2.5158  3.4212
C  1.9376  -1.7000  -3.2085  -2.0178
C  0.9662  -0.7912  -1.1765  -0.5722
C  -0.3168  -2.5419  -2.3737  0.1359
C  -0.9518  -2.8531  -1.1746  0.0752
C  -1.8246  -3.9321  -1.0942  -1.0530
C  -2.0711  -4.7133  -2.2110  -0.5624
C  -1.4419  -4.4080  -3.4102  -0.8842
C  -0.5734  -3.3314  -3.4916  -0.6114
H  -0.9920  0.1320  -2.7949  0.2744
H  -0.3812  -0.5847  -4.2886  0.4652
H  0.5784  0.6383  -3.4503  0.3993
H  2.6203  -0.8483  -3.2055  0.4341
H  1.7525  -1.9700  -4.2466  0.5049
H  2.4156  -2.5485  -2.7170  0.4203
H  1.8770  -1.2750  -0.6709  -0.2670
H  -0.7814  -2.2568  -0.2859  0.3397
H  -2.3125  -4.1567  -0.1544  0.4801
H  -2.7476  -5.5549  -2.1514  0.4338
H  -1.6278  -5.0117  -4.2883  0.4210
H  -0.0996  -3.1109  -4.4399  0.3941

Properties
HOMO-LUMO gap ... 0.246 hartree
HOMO energy ... -13.18 eV
Total charge ... +2
Molecular weight ... 796.6 g/mol


Which structure is most stable, and how do the rest compare? From most to least stable: *B*, *A*.